Here is a cluster of 14 separate species, C6H41NO13 in total from OMol25. Energies are from the ωB97M-V functional and the def2-TZVPD basis.

The geometry in XYZ format:
```
61
Properties=species:S:1:pos:R:3:forces:R:3
C 0.187993 0.819266 -2.591789 -0.31 -1.82 -1.01
C 0.171685 0.375907 -4.094617 -0.76 0.21 0.90
C 0.903494 -0.256551 -1.787369 1.72 2.46 0.43
N 0.596966 -0.190667 -0.296142 -0.56 -0.87 -3.26
C 0.081281 0.996089 0.332385 2.08 -0.74 3.37
C 0.019993 0.475096 1.872123 -2.20 2.21 -1.29
C -0.558670 1.576432 2.781046 0.81 0.57 0.97
H 0.703794 1.760273 -2.462942 -0.42 0.34 0.20
H -0.870689 0.779772 -2.348668 -0.11 0.96 0.52
H 0.345411 1.223566 -4.745561 0.12 -0.07 -0.31
H 0.831581 -0.459608 -4.297961 0.43 0.15 -0.12
H -0.845154 -0.001869 -4.257246 0.24 0.08 -0.42
H 1.992618 0.024058 -1.985973 -1.29 -1.00 0.51
H 0.751034 -1.229944 -2.209195 -0.34 -0.56 0.19
H 1.430307 -0.512960 0.155617 0.11 0.11 0.60
H -0.927737 1.314477 0.125133 -0.23 -0.11 -0.54
H 0.708677 1.885483 0.303661 0.21 0.10 -0.32
H -0.790751 -0.244133 1.761953 0.83 -0.66 0.62
H 0.916876 0.118271 2.356554 0.45 -0.42 -0.72
H 0.027331 1.647988 3.736099 -0.87 -0.36 -0.53
H -1.627653 1.426544 2.987151 0.34 0.01 0.13
H -0.389060 2.584719 2.381208 0.14 -0.42 -0.07
H 1.992323 -2.603463 1.973873 -0.01 0.17 -0.06
H 0.453463 -2.496520 2.229187 0.39 -0.02 -0.13
O 1.135670 -2.984399 1.737084 -0.64 -0.07 0.39
H -2.070859 3.593468 0.211963 0.07 0.32 0.38
H -1.704762 3.278242 1.679274 0.02 0.70 -0.66
O -1.578486 3.957555 0.979414 -0.83 -0.83 -0.27
H -3.845428 2.177001 -1.991239 -0.04 -1.02 -0.10
H -2.790924 1.430765 -0.911107 -1.28 -0.65 -0.80
O -3.196795 2.214269 -1.297915 1.05 2.04 0.89
H -3.284105 -3.634999 1.257487 -0.33 -0.04 -0.25
H -1.903504 -4.059077 1.601527 0.33 -0.25 -0.12
O -2.674663 -3.642792 1.993834 -0.14 -0.16 0.18
H 1.875116 4.399755 -1.084835 0.30 -0.19 0.10
H 1.121404 3.781614 -2.209482 0.55 -0.02 -0.16
O 2.040164 3.936473 -1.926006 -0.77 0.04 0.24
H 4.211368 -1.505005 2.111843 0.07 0.21 -0.23
H 3.749609 -0.816082 0.780681 0.09 0.00 0.15
O 3.563697 -1.535296 1.399821 -0.15 -0.09 0.07
H -1.735031 -0.136022 -0.341273 -0.03 -1.03 0.06
H -3.022754 -1.083984 -0.193841 0.48 -0.45 -0.48
O -2.670976 -0.198750 -0.106790 -0.21 0.90 0.31
H 0.207012 -4.907126 1.190334 0.51 0.05 -0.40
H -0.008387 -5.138966 -0.357454 0.28 -0.07 0.14
O -0.409786 -5.202999 0.509616 -0.73 -0.12 0.52
H 3.053927 1.923079 -1.053441 -0.19 0.30 -0.11
H 4.421543 1.251985 -1.005732 -0.01 0.07 -0.10
O 3.479049 1.058032 -1.039304 0.50 -0.09 0.41
H 0.132374 4.137603 0.618586 0.35 -0.14 0.31
H 1.099505 4.844481 1.529002 0.21 0.26 0.25
O 1.093667 4.184585 0.836682 -0.27 0.08 -0.50
H -0.509548 -3.064593 -0.050433 0.04 0.32 0.23
H -0.749811 -1.768997 -0.891781 0.42 -0.72 0.51
O -1.075553 -2.673699 -0.719894 -0.89 0.29 -0.59
H -3.067041 -1.851322 2.800104 0.42 0.25 -0.52
H -2.645046 -0.749920 1.728634 -0.32 -0.36 0.26
O -2.712549 -0.958430 2.671715 -0.19 0.38 0.61
H 1.003499 -3.666357 -1.190500 -0.50 0.32 0.58
H 1.669993 -2.561487 -0.181857 -0.88 -0.58 0.63
O 1.693313 -3.040821 -1.003260 1.96 -0.01 -1.63
```
Positions in Å, forces in eV/Å.

The value obtained for the largest force on an atom is 4.03 eV Å⁻¹. As for the spin multiplicity: 1. For the energy above the lowest of the compared OMol25 structures with the same formula, charge and spin, the calculation gives 2.870 eV. The energy is -1286.0119 hartree. The value obtained for the LUMO energy is 0.0036 Ha.

Mulliken atomic charge list, values in e, 5 entries:
1. C 0.946
2. C -1.315
3. C -1.211
4. N 1.074
5. C -0.733